# 1
Entry from the OMol25 dataset: CHBrINO2 as an isolated structure (the ωB97M-V functional and the def2-TZVPD basis).

## Properties
calculated total energy: -3115.44751 Eh
LUMO: -0.9 eV
energy relative to the best compared isomer or geometry (same formula, charge and spin): 199.6 kJ/mol
frontier orbital gap: 9.1466 eV

ORCA input file:
```
! RIJCOSX wB97M-V def2-TZVPD def2/J DEFGRID3
* xyz 0 1
C 0.23278 -0.48336 0.05385
N -0.52291 0.73487 -0.19288
O -1.58678 0.61462 -0.76700
O 0.02976 1.68476 0.24069
Br -0.65735 -2.13613 -0.35043
I 1.16417 -0.42463 2.01144
H 1.34032 0.00987 -0.99569
*
```

=====

# 2
Entry from the OMol25 dataset: CHBrINO2 as an isolated structure (the ωB97M-V functional and the def2-TZVPD basis).

## Properties
calculated total energy: -3115.44541 Eh
LUMO (alpha / beta): -0.1 / -2.2 eV
energy relative to the best compared isomer or geometry (same formula, charge and spin): 0.0 kJ/mol
frontier orbital gap (alpha / beta): 8.3973 / 7.9540 eV

ORCA input file:
```
! RIJCOSX wB97M-V def2-TZVPD def2/J DEFGRID3
* xyz 0 3
C -0.09353 -1.20826 -0.31234
N 0.19358 1.54174 0.13141
O 0.06139 2.02692 1.23025
O 0.34804 2.03704 -0.96183
Br -1.77271 -1.24433 0.70645
I 1.55253 -1.97667 0.55316
H -0.28930 -1.17643 -1.34710
*
```

=====

# 3
Entry from the OMol25 dataset: a 2-piece molecular cluster, CHBrN4 overall (the ωB97M-V functional and the def2-TZVPD basis).

## Properties
calculated total energy: -2831.59371 Eh
LUMO: -0.1 eV
energy relative to the best compared isomer or geometry (same formula, charge and spin): 159.0 kJ/mol
frontier orbital gap: 9.4198 eV

ORCA input file:
```
! RIJCOSX wB97M-V def2-TZVPD def2/J DEFGRID3
* xyz 0 1
C 2.28070 0.00281 0.71341
N -1.85561 1.77586 -0.41709
N 1.93349 -1.08477 0.74374
N -1.70247 0.67483 -0.53789
N -1.33211 -0.39052 -0.71943
Br -1.91233 -1.97230 -0.22052
H 2.58833 0.99410 0.43777
*
```

=====

# 4
Entry from the OMol25 dataset: CHCaF3O2S as an isolated structure (the ωB97M-V functional and the def2-TZVPD basis).

## Properties
calculated total energy: -1564.44415 Eh
LUMO (alpha / beta): -2.3 / -2.3 eV
energy relative to the best compared isomer or geometry (same formula, charge and spin): 62.6 kJ/mol
frontier orbital gap (alpha / beta): 5.7541 / 5.7535 eV

ORCA input file:
```
! RIJCOSX wB97M-V def2-TZVPD def2/J DEFGRID3
* xyz 0 1
S 0.28651 -1.15375 -0.72443
O 1.59443 -0.30710 -0.97911
O 0.69892 -1.76056 0.65474
Ca 2.42314 -0.56214 0.94668
C -0.81961 0.32139 -0.20036
F -1.25889 0.73853 -1.40663
F -1.91628 -0.16114 0.39291
F -1.23714 2.20596 0.41952
H 0.22893 0.67882 0.89668
*
```

=====

# 5
Entry from the OMol25 dataset: CHCaLiO2 as an isolated structure (the ωB97M-V functional and the def2-TZVPD basis).

## Properties
calculated total energy: -874.01637 Eh
LUMO (alpha / beta): -4.4 / -4.7 eV
energy relative to the best compared isomer or geometry (same formula, charge and spin): 302.6 kJ/mol
frontier orbital gap (alpha / beta): 5.7050 / 7.7644 eV

ORCA input file:
```
! RIJCOSX wB97M-V def2-TZVPD def2/J DEFGRID3
* xyz 1 2
O 1.75989 0.05346 0.91273
C 0.05809 0.18395 0.20759
O -0.83619 -0.66221 0.08615
Li -2.69344 -0.70895 -0.14394
Ca 1.90151 -0.13773 -1.15906
H -0.18986 1.27148 0.09652
*
```

=====

# 6
Entry from the OMol25 dataset: a 2-piece molecular cluster, CHCl2FS overall (the ωB97M-V functional and the def2-TZVPD basis).

## Properties
calculated total energy: -1457.01343 Eh
LUMO (alpha / beta): 0.6 / -2.5 eV
energy relative to the best compared isomer or geometry (same formula, charge and spin): 17.1 kJ/mol
frontier orbital gap (alpha / beta): 9.2826 / 7.1757 eV

ORCA input file:
```
! RIJCOSX wB97M-V def2-TZVPD def2/J DEFGRID3
* xyz 0 3
C 2.61882 0.18634 1.42133
F 2.52241 -1.09657 1.74381
S -0.19339 1.23462 -0.01102
Cl 3.77727 0.55926 0.21399
Cl 2.34019 1.23335 2.78012
H 0.72954 1.86838 0.66577
*
```

=====

# 7
Entry from the OMol25 dataset: one molecule with the formula CHCl2OP (the ωB97M-V functional and the def2-TZVPD basis).

## Properties
calculated total energy: -1375.65687 Eh
LUMO: -1.2 eV
energy relative to the best compared isomer or geometry (same formula, charge and spin): 11.3 kJ/mol
frontier orbital gap: 8.0778 eV

ORCA input file:
```
! RIJCOSX wB97M-V def2-TZVPD def2/J DEFGRID3
* xyz 0 1
C 0.77026 -0.01715 -0.51078
O -1.05109 1.70638 0.76034
P -0.67762 0.35726 0.33079
Cl -1.58567 -1.21738 1.36533
Cl 1.20387 -1.57893 -1.11666
H 1.34025 0.74981 -0.82901
*
```

=====

# 8
Entry from the OMol25 dataset: CHCl3O as an isolated structure (the ωB97M-V functional and the def2-TZVPD basis).

## Properties
calculated total energy: -1494.32545 Eh
LUMO (alpha / beta): -0.8 / -1.9 eV
energy relative to the best compared isomer or geometry (same formula, charge and spin): 274.6 kJ/mol
frontier orbital gap (alpha / beta): 8.9850 / 6.6127 eV

ORCA input file:
```
! RIJCOSX wB97M-V def2-TZVPD def2/J DEFGRID3
* xyz 0 1
C 0.20406 -0.61697 0.49611
O 2.23784 1.01952 0.92045
Cl 1.35514 -1.67599 0.03905
Cl -0.30650 -0.63339 2.10579
Cl 3.37086 0.12801 0.25091
H -0.21494 0.25697 0.07467
*
```

=====

Repeat the eighth record exactly.
Entry from the OMol25 dataset: CHCl3O as an isolated structure (the ωB97M-V functional and the def2-TZVPD basis).

## Properties
calculated total energy: -1494.32545 Eh
LUMO (alpha / beta): -0.8 / -1.9 eV
energy relative to the best compared isomer or geometry (same formula, charge and spin): 274.6 kJ/mol
frontier orbital gap (alpha / beta): 8.9850 / 6.6127 eV

ORCA input file:
```
! RIJCOSX wB97M-V def2-TZVPD def2/J DEFGRID3
* xyz 0 1
C 0.20406 -0.61697 0.49611
O 2.23784 1.01952 0.92045
Cl 1.35514 -1.67599 0.03905
Cl -0.30650 -0.63339 2.10579
Cl 3.37086 0.12801 0.25091
H -0.21494 0.25697 0.07467
*
```

=====

Repeat the fourth record exactly.
Entry from the OMol25 dataset: CHCaF3O2S as an isolated structure (the ωB97M-V functional and the def2-TZVPD basis).

## Properties
calculated total energy: -1564.44415 Eh
LUMO (alpha / beta): -2.3 / -2.3 eV
energy relative to the best compared isomer or geometry (same formula, charge and spin): 62.6 kJ/mol
frontier orbital gap (alpha / beta): 5.7541 / 5.7535 eV

ORCA input file:
```
! RIJCOSX wB97M-V def2-TZVPD def2/J DEFGRID3
* xyz 0 1
S 0.28651 -1.15375 -0.72443
O 1.59443 -0.30710 -0.97911
O 0.69892 -1.76056 0.65474
Ca 2.42314 -0.56214 0.94668
C -0.81961 0.32139 -0.20036
F -1.25889 0.73853 -1.40663
F -1.91628 -0.16114 0.39291
F -1.23714 2.20596 0.41952
H 0.22893 0.67882 0.89668
*
```